Molecular formula: C23H24N4O3S2V
Method: DFT, wB97M-V/def2-TZVPD

As for the molecular weight: 519.55 g/mol. The spin multiplicity is 3. Its total charge is +1. The calculation puts the lowest unoccupied orbital energy (alpha / beta) at -0.1184 / -0.1283 hartree.

Each line ends with the natural charge from an NBO analysis.
Geometry (Å):
V -0.77 -1.21 -1.78  1.31
C 3.01 3.36 -1.00  -0.62
C 2.82 2.89 -2.44  -0.22
N 2.62 1.46 -2.55  -0.57
C 1.44 0.86 -2.34  0.33
S 1.37 -0.86 -2.68  -0.14
N 0.43 1.60 -1.93  -0.45
N -0.71 0.88 -1.80  -0.28
C -1.79 1.49 -1.43  0.26
C -1.87 2.95 -1.15  -0.69
C -2.99 0.64 -1.36  0.18
C -4.25 1.13 -1.06  -0.22
C -5.33 0.27 -1.08  -0.12
C -5.13 -1.07 -1.40  -0.24
C -3.84 -1.49 -1.68  0.10
N -2.80 -0.66 -1.65  -0.49
H 3.15 4.43 -0.97  0.23
H 3.88 2.88 -0.55  0.20
H 2.12 3.11 -0.41  0.21
H 3.70 3.14 -3.03  0.21
H 1.97 3.40 -2.89  0.22
H 3.37 0.87 -2.87  0.42
H -0.87 3.36 -1.02  0.27
H -2.46 3.15 -0.26  0.23
H -2.34 3.48 -1.99  0.25
H -4.39 2.18 -0.84  0.24
H -6.32 0.63 -0.85  0.24
H -5.95 -1.77 -1.43  0.24
H -3.63 -2.52 -1.94  0.22
O -0.61 -3.29 -1.72  -0.68
C -0.98 -3.33 -2.93  0.64
O -1.31 -2.25 -3.49  -0.65
H -0.99 -4.28 -3.48  0.15
O -0.62 -1.09 0.24  -0.98
S 0.16 -0.12 1.14  1.27
C -0.28 -0.66 2.77  -0.19
C -0.67 -1.96 3.01  -0.22
C -0.98 -2.33 4.31  -0.18
C -0.89 -1.40 5.34  -0.18
C -0.50 -0.09 5.08  -0.20
C -0.20 0.29 3.78  -0.21
C 1.84 -0.68 1.01  -0.20
C 2.13 -2.01 0.78  -0.21
C 3.46 -2.39 0.68  -0.19
C 4.47 -1.44 0.82  -0.18
C 4.16 -0.11 1.04  -0.19
C 2.83 0.29 1.13  -0.23
H -0.75 -2.67 2.20  0.24
H -1.29 -3.34 4.53  0.23
H -1.13 -1.69 6.35  0.23
H -0.44 0.63 5.88  0.23
H 0.09 1.31 3.56  0.23
H 1.33 -2.73 0.65  0.24
H 3.71 -3.42 0.49  0.23
H 5.50 -1.75 0.74  0.23
H 4.95 0.63 1.14  0.23
H 2.57 1.33 1.29  0.23


Molecular formula: C4H16O4
Method: DFT, wB97M-V/def2-TZVPD

As for the molecular weight: 128.17 g/mol. The spin multiplicity is 1. Its total charge is 0. As for the SMILES: CO.CO.CO.CO. The calculation puts the lowest unoccupied orbital energy at 0.0196 hartree.

Each line ends with the natural charge from an NBO analysis.
Geometry (Å):
C 3.20 -0.62 1.26  -0.25
O 3.34 -2.03 1.40  -0.73
H 3.22 -0.19 2.26  0.18
H 4.01 -0.22 0.66  0.17
H 2.22 -0.38 0.83  0.17
H 3.54 -2.40 0.54  0.46
C -3.23 0.28 -2.59  -0.25
O -1.85 0.15 -2.88  -0.75
H -3.57 1.32 -2.67  0.17
H -3.83 -0.34 -3.25  0.17
H -3.40 -0.01 -1.56  0.19
H -1.64 0.60 -3.71  0.48
C -0.50 -1.52 0.15  -0.25
O -0.46 -0.24 -0.47  -0.77
H -0.02 -2.26 -0.50  0.16
H 0.08 -1.46 1.07  0.19
H -1.50 -1.89 0.36  0.16
H -0.94 -0.26 -1.31  0.51
C 0.22 2.02 2.09  -0.25
O 0.62 2.05 0.72  -0.76
H 0.12 3.05 2.45  0.17
H -0.76 1.55 2.18  0.16
H 0.96 1.49 2.69  0.16
H 0.16 1.32 0.28  0.50


Molecular formula: C15H15NO5S
Method: DFT, wB97M-V/def2-TZVPD

As for the molecular weight: 321.35 g/mol. The spin multiplicity is 1. Its total charge is 0. As for the SMILES: COc1ccc(NS(=O)(=O)c2ccc(C)c(C(=O)O)c2)cc1. The calculation puts the lowest unoccupied orbital energy at -0.0009 hartree.

Each line ends with the natural charge from an NBO analysis.
Geometry (Å):
C -3.92 -1.97 -0.71  -0.25
O -3.11 -2.08 0.43  -0.49
C -1.76 -2.10 0.27  0.29
C -1.09 -2.01 -0.94  -0.30
C 0.29 -2.02 -0.99  -0.18
C 1.03 -2.12 0.18  0.09
N 2.43 -2.09 0.11  -0.84
S 3.16 -0.83 -0.74  2.32
O 2.95 -1.02 -2.14  -0.92
O 4.50 -0.76 -0.24  -0.93
C 2.20 0.57 -0.18  -0.37
C 2.48 1.12 1.06  -0.14
C 1.66 2.11 1.56  -0.23
C 0.55 2.56 0.85  0.07
C -0.32 3.62 1.44  -0.64
C 0.28 2.00 -0.41  -0.14
C -0.88 2.43 -1.23  0.78
O -1.60 3.36 -1.00  -0.59
O -1.07 1.65 -2.31  -0.69
C 1.12 1.00 -0.92  -0.14
C 0.37 -2.22 1.40  -0.23
C -1.01 -2.22 1.44  -0.23
H -4.95 -1.98 -0.35  0.20
H -3.77 -2.82 -1.39  0.18
H -3.73 -1.04 -1.25  0.17
H -1.64 -1.92 -1.87  0.22
H 0.81 -1.96 -1.93  0.24
H 2.90 -2.23 0.99  0.41
H 3.34 0.76 1.61  0.24
H 1.87 2.55 2.52  0.22
H -1.35 3.29 1.49  0.24
H 0.02 3.89 2.44  0.21
H -0.31 4.51 0.81  0.24
H -1.82 1.99 -2.82  0.50
H 0.95 0.58 -1.89  0.26
H 0.94 -2.31 2.31  0.21
H -1.53 -2.30 2.38  0.23


Molecular formula: C5H11NO
Method: DFT, wB97M-V/def2-TZVPD

As for the molecular weight: 101.15 g/mol. The spin multiplicity is 1. Its total charge is 0. The calculation puts the lowest unoccupied orbital energy at -0.0200 hartree.

Each line ends with the natural charge from an NBO analysis.
Geometry (Å):
C -1.67 -0.71 0.83  -0.60
C -0.56 -1.29 -0.07  -0.45
C 0.59 -0.31 -0.16  0.16
C 1.76 -0.54 0.43  -0.38
C 0.75 0.37 -1.96  0.21
N 0.36 0.94 -0.88  -0.69
H -2.60 -1.25 0.70  0.20
H -1.83 0.32 0.54  0.23
H -1.35 -0.74 1.87  0.21
H -0.23 -2.21 0.42  0.21
H -0.95 -1.56 -1.05  0.21
H 1.98 -1.47 0.94  0.21
H 2.54 0.17 0.20  0.21
H 0.05 -0.19 -2.61  0.14
H 1.77 0.49 -2.38  0.15
H -0.02 2.19 0.43  0.49
H -0.04 3.25 1.56  0.46
O -0.55 2.53 1.18  -0.97


Molecular formula: C5H7NO
Method: DFT, wB97M-V/def2-TZVPD

As for the molecular weight: 97.12 g/mol. The spin multiplicity is 1. Its total charge is 0. As for the SMILES: CC(=O)[C@@H]1C=C1N. The calculation puts the lowest unoccupied orbital energy at 0.0339 hartree.

Each line ends with the natural charge from an NBO analysis.
Geometry (Å):
C 2.33 -0.18 0.11  -0.72
C 0.95 0.41 0.35  0.57
O 0.73 1.15 1.28  -0.56
C -0.14 0.02 -0.63  -0.37
C -1.26 1.00 -0.89  -0.26
C -1.56 -0.03 -0.16  0.24
N -2.43 -0.85 0.50  -0.80
H 3.10 0.54 0.39  0.24
H 2.47 -0.50 -0.92  0.22
H 2.45 -1.07 0.75  0.24
H 0.18 -0.67 -1.42  0.18
H -1.49 1.92 -1.40  0.23
H -2.01 -1.47 1.17  0.39
H -3.28 -0.41 0.82  0.39


Molecular formula: C3H10NO
Method: DFT, wB97M-V/def2-TZVPD

As for the molecular weight: 76.12 g/mol. The spin multiplicity is 1. Its total charge is +1. The calculation puts the lowest unoccupied orbital energy at -0.3165 hartree.

Each line ends with the natural charge from an NBO analysis.
Geometry (Å):
C 0.18 0.15 -2.33  -0.75
C -0.11 -0.85 -1.33  0.36
C 0.45 -0.67 -0.02  -0.09
N 0.24 -1.11 1.17  -0.29
H -0.19 -0.09 -3.33  0.29
H -0.41 1.04 -2.02  0.36
H 1.24 0.40 -2.33  0.31
H -0.83 -1.67 -1.31  0.24
H 1.34 -0.01 -0.03  0.21
H -0.57 -1.75 1.19  0.35
H 1.28 -0.48 4.50  -0.02
H 1.66 -0.68 5.08  0.02
H -0.65 1.13 1.16  0.45
H -0.79 2.40 2.03  0.49
O -0.76 2.08 1.13  -0.94


Q: Which relative energy (zero: lowest compared OMol25 entry of this formula, charge and spin) values were calculated for the entries above? A: 0.0 194.9 0.0 458.3 233.3 494.6, in kJ/mol.